Molecular formula: C5H13NOS
Method: DFT, ωB97M-V/def2-TZVPD

Results
**Structure (SMILES)**: C=CCO.NCCS
**HOMO energy**: -9.019 eV
**Total charge**: 0
**ΔE to the lowest compared entry with this formula, charge and spin**: 2.193 eV
**Gap between HOMO and LUMO**: 9.825 eV
**LUMO level**: 0.8062 eV

Geometry (Å):
C 1.28 1.37 -2.21
C 1.68 1.02 -0.96
C 2.75 0.04 -0.65
O 3.62 0.78 0.22
H 0.58 2.18 -2.40
H 1.84 1.01 -3.05
H 1.15 1.46 -0.10
H 2.37 -0.84 -0.07
H 3.31 -0.25 -1.54
H 4.42 0.21 0.54
N -1.59 0.22 2.39
C -2.51 -0.39 1.42
C -1.78 -1.06 0.23
S -2.99 -1.75 -0.96
H -2.01 1.07 2.78
H -1.37 -0.33 3.21
H -3.19 0.38 0.95
H -3.12 -1.16 1.83
H -1.17 -0.31 -0.31
H -1.09 -1.79 0.68
H -2.18 -1.87 -2.01

---

Molecular formula: C22H17BrCeN3O9P2
Method: DFT, ωB97M-V/def2-TZVPD

Results
**HOMO energy**: -11.375 eV
**Total charge**: +1
**ΔE to the lowest compared entry with this formula, charge and spin**: 4.423 eV
**Gap between HOMO and LUMO**: 6.711 eV
**LUMO level**: -4.6641 eV

Geometry (Å):
Ce -0.03 0.04 -1.29
C -0.61 4.38 0.18
C 0.68 4.64 0.60
C 1.48 3.59 1.02
C 0.98 2.30 0.98
N -0.26 2.03 0.55
C -1.03 3.06 0.18
C 1.77 1.11 1.40
C 2.93 1.21 2.15
C 3.58 0.05 2.50
C 3.06 -1.18 2.11
C 1.90 -1.19 1.37
N 1.27 -0.07 1.02
C 1.29 -2.45 0.87
C 1.55 -3.67 1.45
C 0.98 -4.81 0.91
C 0.19 -4.69 -0.22
C -0.04 -3.43 -0.73
N 0.47 -2.32 -0.18
H -1.28 5.16 -0.15
H 1.06 5.65 0.60
H 2.49 3.77 1.36
H -2.04 2.81 -0.13
H 3.31 2.17 2.46
H 4.49 0.09 3.08
H 3.57 -2.10 2.36
H 2.18 -3.74 2.33
H 1.17 -5.78 1.36
H -0.26 -5.56 -0.69
H -0.65 -3.30 -1.61
O 3.04 -1.48 -3.81
P 1.89 -0.74 -3.07
O 0.55 -1.44 -3.07
O 2.29 -0.36 -1.67
O 1.63 0.61 -3.95
P 0.76 1.91 -3.44
O -1.11 0.79 -3.25
O 1.04 1.96 -1.95
O -1.53 1.42 -2.04
H 2.79 -1.89 -4.64
H -1.33 -0.19 -3.08
Br -3.63 -3.89 4.27
C -3.42 -3.29 2.50
C -3.98 -4.02 1.45
C -3.81 -3.57 0.15
C -3.08 -2.42 -0.11
C -2.55 -1.70 0.95
C -2.71 -2.11 2.26
C -2.87 -2.03 -1.53
O -3.50 -2.46 -2.45
O -1.84 -1.16 -1.69
H -4.53 -4.92 1.66
H -4.24 -4.12 -0.68
H -2.01 -0.78 0.76
H -2.31 -1.54 3.09

---

Molecular formula: C5H8N
Method: DFT, ωB97M-V/def2-TZVPD

Results
**Structure (SMILES)**: C=C[N+]1=C[C@H]1C
**HOMO energy**: -14.850 eV
**Total charge**: +1
**ΔE to the lowest compared entry with this formula, charge and spin**: 4.685 eV
**Gap between HOMO and LUMO**: 9.083 eV
**LUMO level**: -5.7660 eV

Geometry (Å):
C 2.33 0.05 0.39
C 1.43 0.60 -0.44
N 0.30 -0.06 -0.57
C -0.08 -1.25 -0.33
C -1.16 -0.25 -0.72
C -1.86 0.37 0.39
H 2.03 -0.80 1.11
H 3.26 0.50 0.77
H 1.45 1.46 -1.08
H 0.12 -2.13 0.28
H -1.66 -0.09 -1.72
H -1.76 -0.16 1.28
H -2.99 0.29 0.18
H -1.41 1.46 0.47

---

Molecular formula: C17H26N6O2
Method: DFT, ωB97M-V/def2-TZVPD

Results
**HOMO energy**: -8.323 eV
**Total charge**: 0
**Gap between HOMO and LUMO**: 7.905 eV
**LUMO level**: -0.4180 eV

Geometry (Å):
C 5.55 -0.05 -1.78
H 6.29 0.59 -1.26
O 5.35 0.55 -3.14
C 4.71 -0.18 -4.00
C 3.31 0.10 -3.71
N 2.82 -1.14 -2.84
C 1.86 -2.06 -3.10
O 1.16 -1.84 -4.35
C 1.34 -2.78 -2.14
H 2.20 -3.22 -1.51
H 0.67 -3.76 -2.66
C 0.45 -2.09 -1.19
C 1.28 -1.08 -0.01
N 2.40 -1.01 -0.17
N 2.78 0.01 0.81
C 1.72 0.01 1.53
C 1.39 0.94 2.78
C 0.09 0.88 3.07
C -1.12 0.23 2.29
N -0.67 -0.69 1.27
N 0.65 -0.50 0.86
N -2.22 -0.09 2.68
C -2.96 1.06 3.47
H -2.16 1.47 4.17
C -3.70 2.33 2.40
H -4.16 2.94 3.24
C -4.51 1.50 1.87
C -5.40 2.40 0.64
H -5.92 1.79 0.16
H -5.77 3.17 1.36
H -4.60 2.86 0.00
C -3.89 0.41 0.95
H -4.71 -0.31 0.41
C -3.13 -0.58 2.05
H -2.63 -1.42 1.49
H -4.11 -1.15 2.56
H -3.22 0.85 0.24
H -5.41 0.76 2.45
H -2.85 2.60 1.95
H -3.63 0.52 4.06
H -0.26 1.42 4.05
H 2.16 1.22 3.06
H 0.02 -2.92 -0.42
H -0.22 -1.55 -1.45
H 3.08 -1.04 -2.05
H 2.93 0.97 -3.29
H 2.69 -0.24 -4.60
H 5.01 -1.25 -3.83
H 4.89 0.27 -5.12
H 4.73 0.12 -1.39
H 5.75 -1.02 -1.87

---

What did the fourth record say?
Molecular formula: C17H26N6O2
Method: DFT, ωB97M-V/def2-TZVPD

Results
**HOMO energy**: -8.323 eV
**Total charge**: 0
**Gap between HOMO and LUMO**: 7.905 eV
**LUMO level**: -0.4180 eV

Geometry (Å):
C 5.55 -0.05 -1.78
H 6.29 0.59 -1.26
O 5.35 0.55 -3.14
C 4.71 -0.18 -4.00
C 3.31 0.10 -3.71
N 2.82 -1.14 -2.84
C 1.86 -2.06 -3.10
O 1.16 -1.84 -4.35
C 1.34 -2.78 -2.14
H 2.20 -3.22 -1.51
H 0.67 -3.76 -2.66
C 0.45 -2.09 -1.19
C 1.28 -1.08 -0.01
N 2.40 -1.01 -0.17
N 2.78 0.01 0.81
C 1.72 0.01 1.53
C 1.39 0.94 2.78
C 0.09 0.88 3.07
C -1.12 0.23 2.29
N -0.67 -0.69 1.27
N 0.65 -0.50 0.86
N -2.22 -0.09 2.68
C -2.96 1.06 3.47
H -2.16 1.47 4.17
C -3.70 2.33 2.40
H -4.16 2.94 3.24
C -4.51 1.50 1.87
C -5.40 2.40 0.64
H -5.92 1.79 0.16
H -5.77 3.17 1.36
H -4.60 2.86 0.00
C -3.89 0.41 0.95
H -4.71 -0.31 0.41
C -3.13 -0.58 2.05
H -2.63 -1.42 1.49
H -4.11 -1.15 2.56
H -3.22 0.85 0.24
H -5.41 0.76 2.45
H -2.85 2.60 1.95
H -3.63 0.52 4.06
H -0.26 1.42 4.05
H 2.16 1.22 3.06
H 0.02 -2.92 -0.42
H -0.22 -1.55 -1.45
H 3.08 -1.04 -2.05
H 2.93 0.97 -3.29
H 2.69 -0.24 -4.60
H 5.01 -1.25 -3.83
H 4.89 0.27 -5.12
H 4.73 0.12 -1.39
H 5.75 -1.02 -1.87

---

Please write out number 1 again, unchanged.
Molecular formula: C5H13NOS
Method: DFT, ωB97M-V/def2-TZVPD

Results
**Structure (SMILES)**: C=CCO.NCCS
**HOMO energy**: -9.019 eV
**Total charge**: 0
**ΔE to the lowest compared entry with this formula, charge and spin**: 2.193 eV
**Gap between HOMO and LUMO**: 9.825 eV
**LUMO level**: 0.8062 eV

Geometry (Å):
C 1.28 1.37 -2.21
C 1.68 1.02 -0.96
C 2.75 0.04 -0.65
O 3.62 0.78 0.22
H 0.58 2.18 -2.40
H 1.84 1.01 -3.05
H 1.15 1.46 -0.10
H 2.37 -0.84 -0.07
H 3.31 -0.25 -1.54
H 4.42 0.21 0.54
N -1.59 0.22 2.39
C -2.51 -0.39 1.42
C -1.78 -1.06 0.23
S -2.99 -1.75 -0.96
H -2.01 1.07 2.78
H -1.37 -0.33 3.21
H -3.19 0.38 0.95
H -3.12 -1.16 1.83
H -1.17 -0.31 -0.31
H -1.09 -1.79 0.68
H -2.18 -1.87 -2.01